Here is C27H46BrEuN3OP2 as an isolated structure at a distorted geometry from OMol25. Energies are from wB97M-V/def2-TZVPD.

Summary:
**Expectation value of S²**: 15.76
**HOMO (alpha / beta)**: -13.284 / -13.309 eV
**LUMO level (alpha / beta)**: -6.440 / -6.419 eV
**2S+1**: 8
**Relative energy (zero: lowest compared OMol25 entry of this formula, charge and spin)**: 0.0 kcal per mole
**HOMO-LUMO gap (alpha / beta)**: 6.844 / 6.890 eV
**Molecular weight**: 722.5 g/mol
**Total charge**: +2

```
81
Properties=species:S:1:pos:R:3:mulliken_charge:R:1
N -5.0347 -1.1871 3.6078 -0.510
C -4.1517 -0.2784 4.0261 -0.572
C -3.6765 0.7485 3.1847 -0.419
C -4.2307 0.8705 1.8828 0.619
C -5.0324 -0.1830 1.4198 -0.160
C -5.4523 -1.1565 2.3471 -0.538
C -3.9451 2.0421 1.0693 -0.677
Eu 0.1955 1.1225 -0.1723 0.715
P 2.6470 0.2932 -1.3921 1.135
C -3.8932 2.1244 -0.3065 -0.704
C -2.7088 2.6426 -1.0216 0.806
C -2.4642 2.2839 -2.3722 -0.614
C -1.2325 2.5355 -3.0021 -0.396
C -0.2126 3.1842 -2.3044 0.196
C -0.3979 3.5734 -0.9523 -1.152
C -1.6642 3.3060 -0.3272 -0.805
Br 1.1240 4.1197 -3.4334 -0.045
H -3.6896 2.9352 1.6665 0.700
H -4.7490 1.7857 -0.9127 0.550
H -2.8408 1.3647 3.5434 0.487
H -5.3078 -0.2706 0.3755 0.413
H -3.7733 -0.3944 5.0519 0.406
H -6.1166 -1.9610 2.0297 0.417
H -3.2601 1.7642 -2.9046 0.464
H -1.8364 3.6115 0.7101 0.342
H -1.1085 2.2870 -4.0553 0.480
H 0.4257 4.0220 -0.3917 0.887
P -0.6182 -1.9328 -0.0513 0.863
C 2.9555 1.9345 -0.5822 0.230
C 3.6844 3.0298 -1.3641 -1.157
H 3.5079 1.6718 0.3397 0.482
H 2.0166 2.4244 -0.2197 -0.263
H 3.8067 3.8794 -0.6841 0.461
H 4.6667 2.7274 -1.7307 0.309
H 3.0589 3.3839 -2.1962 -0.088
C 2.1986 0.6788 -3.1268 0.795
C 3.2155 0.7867 -4.2631 -1.578
H 1.6399 1.6391 -3.0920 -0.785
H 1.4628 -0.0945 -3.4278 0.288
H 2.6625 1.0801 -5.1653 0.443
H 3.9816 1.5493 -4.1007 0.297
H 3.6898 -0.1723 -4.4877 0.379
C 4.1449 -0.7081 -1.3741 -0.690
C 5.4965 -0.0085 -1.4203 -1.408
H 4.0541 -1.3723 -2.2384 0.505
H 4.1068 -1.3532 -0.4853 0.370
H 6.2883 -0.7760 -1.3466 0.415
H 5.6610 0.5243 -2.3704 0.291
H 5.6710 0.7017 -0.5942 0.314
C 0.3313 -3.3535 0.6582 -1.000
C 1.8423 -3.2630 0.5022 -0.849
H -0.0613 -4.2655 0.1700 0.576
H 0.0817 -3.4082 1.7269 0.388
H 2.2937 -4.2065 0.8188 0.466
H 2.1588 -3.0884 -0.5377 0.188
H 2.2675 -2.4699 1.1273 0.017
C -0.4528 -2.3604 -1.8538 -0.620
C -1.4267 -1.5953 -2.7453 -1.201
H -0.6203 -3.4434 -1.9164 0.550
H 0.5865 -2.1490 -2.1279 0.248
H -1.3317 -1.9602 -3.7805 0.443
H -2.4816 -1.7570 -2.4506 0.316
H -1.2344 -0.5078 -2.7678 0.162
C -2.2803 -2.6867 0.2470 -0.256
C -2.5197 -3.1130 1.6879 -1.333
H -2.3642 -3.5583 -0.4290 0.455
H -3.0311 -1.9412 -0.0702 0.025
H -3.5519 -3.4597 1.8169 0.364
H -1.8728 -3.9491 1.9830 0.416
H -2.3706 -2.2807 2.3900 0.217
C -0.3295 -0.1916 4.8610 -0.493
N 0.9845 -0.3608 4.2595 -0.224
C 1.3202 0.0537 3.0153 0.714
N 2.5990 -0.2961 2.6726 -0.351
O 0.5587 0.6715 2.2000 -0.613
H -1.1332 -0.1202 4.1238 -0.141
H -0.3585 0.7085 5.4980 0.337
H -0.5221 -1.0579 5.5155 0.350
H 1.7575 -0.7376 4.8190 0.208
H 2.9957 0.0800 1.8233 -0.055
H 3.2000 -0.7122 3.3780 0.193
```